1.
{"formula": "C17H47BrNNbO6PS", "method": "wB97M-V/def2-TZVPD", "spin_multiplicity": 1, "max_force_ev_per_a": 2.472, "energy_ev": -123880.652, "homo_lumo_gap_ev": 6.145, "total_charge": -1, "symbols": ["Nb", "Br", "S", "P", "O", "O", "O", "O", "O", "O", "N", "C", "C", "C", "C", "C", "C", "C", "C", "C", "C", "C", "C", "C", "C", "C", "C", "C", "H", "H", "H", "H", "H", "H", "H", "H", "H", "H", "H", "H", "H", "H", "H", "H", "H", "H", "H", "H", "H", "H", "H", "H", "H", "H", "H", "H", "H", "H", "H", "H", "H", "H", "H", "H", "H", "H", "H", "H", "H", "H", "H", "H", "H", "H", "H"], "positions_angstrom": [[0.046, 1.925, -0.638], [1.802, 5.309, -1.914], [-0.075, 3.785, 1.045], [1.923, 3.069, -2.014], [2.399, -1.298, 1.948], [1.817, 1.342, -7.055], [-2.456, -3.356, 1.983], [1.846, 2.754, -3.650], [1.249, -0.745, 4.780], [-2.218, -0.157, -0.345], [-1.496, 4.568, -3.387], [0.827, 3.419, -7.807], [-3.892, -1.836, -0.538], [-1.614, 0.840, 0.475], [-1.337, 3.321, -3.169], [-1.240, -3.285, 2.725], [-1.691, 2.661, -1.923], [-0.593, 1.426, -7.233], [-1.504, -2.788, 4.135], [-0.140, 1.223, 4.987], [0.557, 0.084, 5.715], [2.233, -3.233, 0.503], [-3.520, -0.505, 0.059], [4.433, -2.531, 1.502], [0.736, 1.900, -7.798], [-0.533, -4.630, 2.712], [3.087, -2.064, 0.965], [1.527, 0.592, 6.771], [-1.137, 4.808, -4.305], [-4.225, 0.268, -0.251], [0.425, -4.581, 3.234], [-2.150, -3.489, 4.675], [-2.375, 1.573, 0.750], [2.625, 2.231, -3.840], [-3.341, -2.604, -0.016], [-3.672, -1.861, -1.597], [0.750, 3.805, -6.788], [-1.437, 1.818, -7.801], [-1.213, 3.434, 1.633], [0.234, 0.558, -1.822], [0.590, 1.850, 4.471], [-2.271, 1.771, -2.170], [-0.826, 0.835, 4.235], [2.735, -3.812, -0.275], [2.307, 1.199, 6.304], [2.025, -3.898, 1.347], [1.279, -2.878, 0.114], [1.727, 1.657, -6.148], [-0.633, -2.549, 2.196], [1.017, 1.206, 7.516], [-0.702, 1.852, 5.681], [-2.014, -1.825, 4.106], [-3.043, -3.986, 2.411], [0.027, 3.861, -8.403], [0.860, 1.522, -8.815], [1.295, 1.010, 0.353], [2.225, -1.866, 2.708], [-1.149, -5.395, 3.196], [4.993, -3.084, 0.745], [-0.191, -0.559, 6.183], [-1.208, 0.381, 1.376], [-0.355, -4.947, 1.684], [-2.305, 3.323, -1.320], [-4.956, -2.009, -0.404], [3.246, -1.379, 0.133], [-0.649, 0.337, -7.230], [-0.682, 1.769, -6.199], [-3.552, -0.584, 1.146], [2.012, -0.242, 7.279], [5.031, -1.679, 1.823], [1.785, 3.741, -8.215], [-0.900, 2.677, -3.931], [-0.573, -2.670, 4.691], [4.288, -3.185, 2.367], [1.910, -0.199, 4.338]]}

---

2.
{"formula": "C7H9N5", "method": "wB97M-V/def2-TZVPD", "spin_multiplicity": 1, "max_force_ev_per_a": 3.836, "energy_ev": -14843.276, "homo_lumo_gap_ev": 6.988, "symbols": ["N", "N", "N", "N", "N", "C", "C", "C", "C", "C", "C", "C", "H", "H", "H", "H", "H", "H", "H", "H", "H"], "positions_angstrom": [[-2.535, 0.831, -0.899], [2.640, 0.115, -0.610], [1.963, 1.116, 0.140], [-2.696, -0.636, -0.754], [1.983, -1.185, -0.640], [-0.780, -1.042, 0.955], [-0.412, 1.155, 0.621], [-0.273, 0.147, 1.781], [0.681, -1.314, -0.671], [-1.950, -0.479, 0.485], [-1.754, 0.920, 0.186], [0.647, 1.361, -0.232], [2.662, -1.915, -0.526], [3.054, 0.363, -1.525], [0.335, 1.583, -1.206], [0.589, -2.473, -0.588], [-3.743, -0.857, -0.710], [-2.125, 1.158, -1.769], [2.073, 0.838, 1.063], [-0.984, 0.286, 2.631], [0.625, 0.027, 2.271]]}

---

3.
{"formula": "C21H26AlBr2F15I2NO4P", "method": "wB97M-V/def2-TZVPD", "spin_multiplicity": 1, "max_force_ev_per_a": 3.733, "energy_ev": -244817.238, "homo_lumo_gap_ev": 8.196, "symbols": ["I", "I", "Br", "Br", "P", "Al", "F", "F", "F", "F", "F", "F", "F", "F", "F", "F", "F", "F", "F", "F", "F", "O", "O", "O", "O", "N", "C", "C", "C", "C", "C", "C", "C", "C", "C", "C", "C", "C", "C", "C", "C", "C", "C", "C", "C", "C", "C", "H", "H", "H", "H", "H", "H", "H", "H", "H", "H", "H", "H", "H", "H", "H", "H", "H", "H", "H", "H", "H", "H", "H", "H", "H", "H"], "positions_angstrom": [[3.888, -2.047, 0.240], [3.551, 2.843, 0.111], [-1.443, -2.391, -2.230], [1.112, -3.961, -0.848], [0.831, -0.690, 2.478], [-3.237, 0.211, -4.957], [-1.225, 2.449, 0.622], [-0.802, 2.582, -1.733], [1.031, 0.913, -4.698], [-4.205, 0.691, -6.239], [-4.468, 1.300, 0.138], [-0.206, 2.716, -4.572], [-5.498, -0.575, 0.421], [2.458, 1.712, -2.554], [-1.606, 0.521, -5.284], [-0.613, 0.699, -2.651], [-3.649, 1.053, -3.542], [1.919, 2.866, -4.846], [1.283, 3.534, -2.422], [-3.425, -1.443, -4.650], [-3.887, -0.456, -1.001], [2.081, -1.468, 3.161], [-2.837, 0.684, 2.055], [-0.542, -0.743, 3.378], [0.656, -1.900, -3.775], [-0.962, -0.815, 0.508], [1.223, -0.392, -0.308], [1.335, -0.995, -1.770], [1.224, 2.227, -2.732], [2.809, -0.175, -0.070], [0.320, 0.957, -0.431], [0.153, 2.232, 0.551], [-2.231, -1.397, 0.986], [0.107, 3.849, 2.398], [-3.331, -0.413, 1.339], [0.934, 2.157, -4.268], [-0.558, -3.727, 2.951], [3.355, 0.853, 0.955], [-0.421, -3.770, 1.425], [0.572, 2.407, 2.003], [-1.013, 0.272, -0.162], [0.314, -1.712, -2.667], [4.768, 0.605, 1.514], [0.662, -2.883, 0.774], [0.433, -1.341, 0.673], [-4.295, -0.019, 0.182], [0.085, 1.561, -1.882], [3.211, 0.124, -1.025], [1.621, 2.450, 2.229], [-0.858, 3.832, 2.886], [1.698, -0.224, -2.426], [0.394, -3.452, 3.405], [-3.586, 1.160, 2.426], [-1.310, -3.048, 3.334], [2.742, 0.841, 1.843], [0.597, 3.064, 0.021], [5.077, 1.534, 1.984], [0.008, 1.782, 2.675], [0.093, 4.518, 1.542], [-1.908, 0.763, -0.501], [0.813, 4.273, 3.106], [-0.371, -1.053, 4.277], [4.755, -0.110, 2.329], [-2.014, -1.902, 1.913], [-0.110, -4.788, 1.225], [-0.778, -4.718, 3.330], [2.047, -2.434, 3.280], [1.545, -3.051, 1.372], [2.154, -1.703, -1.793], [-2.628, -2.163, 0.336], [-1.367, -3.709, 0.908], [5.512, 0.409, 0.752], [-3.988, -0.977, 2.003]]}

---

4.
{"formula": "C3H8NO2", "method": "wB97M-V/def2-TZVPD", "spin_multiplicity": 1, "max_force_ev_per_a": 3.101, "energy_ev": -8817.465, "smiles": "[NH3+][C@H](C=O)CO", "homo_lumo_gap_ev": 11.071, "total_charge": 1, "symbols": ["O", "O", "N", "C", "C", "C", "H", "H", "H", "H", "H", "H", "H", "H"], "positions_angstrom": [[1.890, 0.831, 0.628], [-0.916, -1.391, -1.472], [-0.539, 0.948, 1.222], [-0.134, -0.294, 0.404], [-1.186, -0.230, -0.772], [1.309, -0.056, 0.036], [1.726, -0.591, -0.813], [-1.322, 1.471, 0.816], [0.308, 1.692, 1.269], [-0.819, 0.598, -1.383], [-0.693, 0.728, 2.193], [-0.302, -1.295, 0.979], [-0.589, -1.094, -2.333], [-2.260, -0.185, -0.540]]}

---

5.
{"formula": "C38H33BrMoN4O6S", "method": "wB97M-V/def2-TZVPD", "spin_multiplicity": 3, "max_force_ev_per_a": 1.657, "energy_ev": -140919.678, "homo_lumo_gap_ev": [7.274, 7.229], "s2": 2.017, "symbols": ["Mo", "Br", "S", "O", "O", "O", "O", "O", "O", "N", "N", "N", "N", "C", "C", "C", "C", "C", "C", "C", "C", "C", "C", "C", "C", "C", "C", "C", "C", "C", "C", "C", "C", "C", "C", "C", "C", "C", "C", "C", "C", "C", "C", "C", "C", "C", "C", "C", "C", "C", "C", "H", "H", "H", "H", "H", "H", "H", "H", "H", "H", "H", "H", "H", "H", "H", "H", "H", "H", "H", "H", "H", "H", "H", "H", "H", "H", "H", "H", "H", "H", "H", "H", "H"], "positions_angstrom": [[-0.237, 0.288, 0.254], [2.598, -0.734, -4.654], [-2.707, 0.680, -3.805], [0.809, -1.020, 1.532], [3.012, -2.231, 2.311], [3.120, 2.349, 0.984], [1.603, 0.845, 0.339], [2.481, -2.115, -1.725], [-1.888, 1.367, 0.730], [-1.588, -0.203, -1.657], [-3.057, -0.565, 1.124], [5.167, 1.756, -2.617], [-1.739, -1.063, 1.070], [-4.258, -3.001, -3.281], [-4.074, -1.763, -3.856], [4.526, 1.932, -1.462], [-5.495, 0.829, 0.640], [2.700, 1.584, 0.156], [-3.161, -0.894, -3.261], [-6.585, 2.964, 0.439], [-2.459, -1.225, -2.105], [-2.634, -2.495, -1.557], [3.300, 1.346, -1.173], [0.486, 3.232, -0.699], [-0.473, -4.442, 1.752], [-1.647, -2.296, 1.432], [3.854, -2.365, -1.482], [0.347, -2.781, -2.396], [1.876, -4.373, 2.256], [-4.199, 2.859, 0.699], [-0.440, -3.035, 1.573], [-6.649, 1.576, 0.483], [-1.615, 0.806, -2.491], [-5.359, 3.605, 0.544], [1.917, -3.010, 2.123], [4.581, 0.980, -3.528], [0.674, -5.104, 2.063], [4.522, -1.034, -1.220], [3.352, 0.371, -3.321], [2.689, 0.555, -2.128], [4.174, -2.857, 2.822], [-0.168, 2.045, -1.037], [-0.136, 4.234, -2.814], [-3.011, 0.695, 0.902], [-4.266, 1.472, 0.758], [-0.832, 2.012, -2.250], [-0.810, 3.079, -3.149], [1.765, -3.238, -2.216], [0.496, 4.311, -1.573], [0.744, -2.301, 1.703], [-3.526, -3.365, -2.144], [3.957, -3.392, 3.749], [4.889, -2.061, 3.010], [0.990, 3.338, 0.251], [2.775, -4.908, 2.527], [4.598, -3.556, 2.095], [-3.236, 3.345, 0.769], [-2.597, -2.780, 1.663], [-2.055, -2.817, -0.710], [3.959, -3.056, -0.633], [-0.297, -3.599, -2.727], [5.003, 2.551, -0.714], [-1.324, 3.010, -4.102], [-7.605, 1.077, 0.393], [1.011, 5.219, -1.286], [5.508, -1.185, -0.774], [-0.068, -2.420, -1.454], [-4.612, -1.474, -4.748], [0.289, -1.981, -3.137], [-1.413, -4.969, 1.644], [5.110, 0.835, -4.461], [0.681, -6.178, 2.184], [-7.489, 3.545, 0.313], [1.840, -4.096, -1.533], [2.189, -3.543, -3.183], [-0.103, 5.066, -3.504], [-3.655, -4.350, -1.717], [4.653, -0.465, -2.143], [-5.304, 4.684, 0.503], [1.742, 0.060, -1.939], [4.294, -2.855, -2.361], [3.927, -0.442, -0.522], [-5.533, -0.251, 0.671], [-4.956, -3.699, -3.721]]}